1.
{
  "formula": "C29H41F7O24P",
  "method": "the ωB97M-V functional and the def2-TZVPD basis",
  "symbols": ["C", "C", "C", "C", "C", "C", "O", "C", "C", "O", "P", "O", "H", "H", "H", "H", "H", "H", "H", "H", "H", "H", "H", "H", "H", "H", "H", "H", "H", "H", "H", "H", "C", "C", "O", "C", "O", "O", "F", "H", "H", "H", "C", "C", "O", "C", "O", "O", "F", "H", "H", "H", "C", "C", "O", "C", "O", "O", "F", "H", "H", "H", "C", "C", "O", "C", "O", "O", "F", "H", "H", "H", "C", "C", "O", "C", "O", "O", "F", "H", "H", "H", "C", "C", "O", "C", "O", "O", "F", "H", "H", "H", "C", "C", "O", "C", "O", "O", "F", "H", "H", "H"],
  "positions_angstrom": [[0.344, -2.187, 2.397], [1.234, -1.170, 1.685], [1.337, -1.451, 0.184], [0.904, 0.299, 2.001], [0.885, 0.546, 3.525], [-0.438, 0.808, 1.390], [-1.246, -0.193, 0.821], [-2.438, -0.454, 1.565], [-3.578, 0.553, 1.401], [-4.749, -0.148, 1.785], [-4.483, -1.890, 1.917], [-2.937, -1.629, 1.063], [0.821, -3.161, 2.274], [-0.650, -2.264, 1.972], [0.328, -2.014, 3.469], [2.235, -1.343, 2.072], [0.338, -1.630, -0.199], [1.790, -0.598, -0.316], [1.926, -2.349, 0.025], [1.714, 0.910, 1.608], [1.117, 1.592, 3.712], [-0.076, 0.274, 3.944], [1.667, -0.060, 3.981], [-0.999, 1.310, 2.182], [-0.210, 1.586, 0.658], [-2.164, -0.499, 2.628], [-3.438, 1.291, 2.204], [-3.654, 1.031, 0.426], [-5.784, -2.150, 2.522], [-3.903, -1.761, 3.232], [-4.206, -3.326, 2.002], [-5.122, -2.076, 0.643], [5.707, 2.783, 3.779], [4.568, 3.415, 3.017], [4.134, 2.361, 2.176], [4.424, 1.195, 2.816], [3.970, 0.139, 2.520], [5.287, 1.408, 3.834], [4.981, 4.453, 2.244], [6.649, 2.856, 3.237], [5.834, 3.192, 4.770], [3.733, 3.746, 3.637], [6.522, -1.692, 2.402], [7.522, -1.154, 1.411], [8.224, -2.318, 1.013], [7.364, -3.372, 1.152], [7.537, -4.444, 0.678], [6.292, -3.015, 1.895], [8.395, -0.283, 1.983], [6.945, -1.756, 3.406], [5.601, -1.110, 2.434], [7.079, -0.684, 0.531], [-8.000, -2.278, -1.583], [-6.961, -3.277, -2.034], [-7.664, -4.514, -1.918], [-8.977, -4.239, -2.101], [-9.795, -5.066, -2.367], [-9.224, -2.921, -1.988], [-5.899, -3.270, -1.215], [-7.987, -2.154, -0.500], [-7.897, -1.307, -2.058], [-6.632, -3.169, -3.062], [8.482, 6.534, 2.934], [8.740, 7.282, 4.220], [8.009, 6.515, 5.167], [7.962, 5.239, 4.701], [7.631, 4.292, 5.340], [8.331, 5.185, 3.406], [8.243, 8.540, 4.191], [7.555, 6.840, 2.447], [9.303, 6.609, 2.226], [9.788, 7.323, 4.524], [-4.618, -1.704, -6.674], [-4.424, -3.047, -6.010], [-5.448, -3.040, -5.026], [-6.453, -2.255, -5.491], [-7.555, -2.242, -5.048], [-6.031, -1.501, -6.532], [-3.222, -3.142, -5.405], [-4.082, -0.915, -6.146], [-4.330, -1.698, -7.721], [-4.565, -3.908, -6.666], [-8.409, -5.427, -5.214], [-9.147, -6.483, -5.998], [-8.403, -6.543, -7.208], [-7.124, -6.176, -6.913], [-6.192, -6.348, -7.628], [-7.064, -5.592, -5.698], [-10.419, -6.118, -6.282], [-8.758, -4.422, -5.456], [-8.464, -5.578, -4.143], [-9.156, -7.469, -5.531], [3.530, 7.493, -1.035], [3.817, 6.017, -1.182], [5.127, 5.912, -0.646], [5.268, 6.905, 0.268], [6.132, 6.949, 1.083], [4.289, 7.827, 0.134], [3.833, 5.631, -2.478], [3.905, 8.062, -1.887], [2.476, 7.714, -0.890], [3.146, 5.364, -0.622]],
  "e_homo_ev": -4.0,
  "multiplicity": 1,
  "orbital_gap_ev": 5.3820,
  "total_charge": -1,
  "e_lumo_ev": 1.42
}

***

2.
{
  "formula": "C5H9NO2S",
  "method": "the ωB97M-V functional and the def2-TZVPD basis",
  "symbols": ["C", "C", "C", "C", "C", "N", "O", "O", "S", "H", "H", "H", "H", "H", "H", "H", "H", "H"],
  "positions_angstrom": [[-0.498, 1.007, 0.054], [0.318, -0.125, 0.354], [-2.620, -0.150, 0.288], [2.389, -1.139, -0.392], [1.766, -0.113, 0.563], [-1.849, 0.755, -0.258], [-0.208, 2.198, -0.163], [2.418, 1.116, 0.602], [-4.300, -0.440, -0.083], [-0.031, -1.053, 0.440], [-2.251, -0.671, 1.156], [1.935, -2.089, -0.126], [3.443, -1.075, -0.342], [2.087, -0.988, -1.447], [1.902, -0.578, 1.564], [-2.302, 1.326, -1.010], [2.194, 1.637, -0.178], [-4.391, 0.383, -1.022]],
  "e_homo_ev": [-6.8, -6.8],
  "multiplicity": 1,
  "e_above_lowest_ev": 3.595,
  "orbital_gap_ev": [5.9094, 5.9034],
  "e_lumo_ev": [-0.94, -0.94]
}

***

3.
{
  "formula": "C6H7Br6F3O2",
  "method": "the ωB97M-V functional and the def2-TZVPD basis",
  "symbols": ["C", "Br", "Br", "Br", "H", "C", "Br", "Br", "Br", "H", "C", "C", "O", "C", "O", "C", "F", "F", "F", "H", "H", "H", "H", "H"],
  "positions_angstrom": [[-1.527, -1.971, 3.019], [-3.434, -1.704, 2.373], [-0.917, -3.815, 2.684], [-1.480, -1.540, 4.997], [-0.974, -1.260, 2.404], [3.006, 1.834, -2.099], [2.934, 3.687, -1.552], [1.315, 0.834, -1.674], [4.691, 1.079, -1.406], [3.163, 1.872, -3.177], [-2.030, 1.042, -2.113], [-0.799, 1.095, -1.094], [-0.487, -0.219, -0.398], [0.389, -0.287, 0.598], [1.164, 0.667, 0.835], [0.680, -1.633, 1.264], [1.765, -2.100, 0.783], [0.737, -1.646, 2.628], [-0.288, -2.434, 0.972], [-1.938, 0.241, -2.847], [-2.089, 1.955, -2.705], [-2.926, 0.958, -1.497], [-0.993, 1.849, -0.331], [0.039, 1.498, -1.663]],
  "e_homo_ev": -8.8,
  "multiplicity": 1,
  "e_above_lowest_ev": 8.683,
  "orbital_gap_ev": 8.4404,
  "e_lumo_ev": -0.34
}

***

4.
{
  "formula": "C4H5NO",
  "method": "the ωB97M-V functional and the def2-TZVPD basis",
  "symbols": ["O", "C", "C", "N", "C", "C", "H", "H", "H", "H", "H"],
  "positions_angstrom": [[-2.048, -1.253, 0.053], [-1.286, -0.162, 0.017], [-1.060, 1.004, -0.472], [1.515, -0.465, -1.052], [1.310, 0.034, 0.098], [-0.051, 0.470, 0.549], [-1.706, -1.848, 0.733], [-1.245, 1.820, -1.149], [2.506, -0.677, -1.176], [2.114, 0.199, 0.832], [-0.048, 0.877, 1.568]],
  "e_homo_ev": -9.0,
  "multiplicity": 1,
  "smiles": "[H]/N=C/[C@H]1C=C1O",
  "e_above_lowest_ev": 3.149,
  "orbital_gap_ev": 9.7656,
  "e_lumo_ev": 0.72
}